Entry 1:
17
Properties=species:S:1:pos:R:3:lowdin_charge:R:1 method="wB97M-V/def2-TZVPD" lumo_energy_ev=0.75 de_lowest_kcal_mol=94.4 gap_ev=8.3 max_force_ev_per_a=1.19
C 1.7305 0.1926 0.5365 -0.520
C -0.8009 -0.5872 0.5774 -0.398
C 2.1431 -0.9477 -0.3392 -0.186
C -1.4416 -1.1637 -0.4158 -0.042
N -0.4125 1.3533 -1.1673 -0.228
S 0.2281 0.8870 0.4791 0.895
H 2.4942 0.9136 0.7871 0.027
H -0.7964 -0.9644 1.5893 0.071
H 1.2664 -1.4715 -0.7166 0.048
H 2.7510 -1.6556 0.2259 0.064
H 2.7356 -0.6146 -1.1961 0.066
H -1.4093 -0.7635 -1.4146 0.049
H -2.9373 1.3424 1.7990 0.036
H -2.0148 -2.0644 -0.2648 0.062
H -1.3667 1.6820 -1.0535 0.017
H 0.1537 2.1257 -1.4975 0.017
H -2.3232 1.7361 2.0712 0.023

Entry 2:
17
Properties=species:S:1:pos:R:3:lowdin_charge:R:1 method="wB97M-V/def2-TZVPD" s_squared=0.753 lumo_energy_ev="-4.24 / -9.24" de_lowest_kcal_mol=46.3 gap_ev="6.5 / 1.4" total_charge=+1 max_force_ev_per_a=2.15 spin_multiplicity=2
C -0.4359 -3.0583 -0.9028 -0.105
C -0.0819 -3.7781 0.3960 -0.482
S 0.1348 -2.7499 1.8638 1.164
H 0.3950 -3.1691 -1.5954 0.093
H -1.2899 -3.5179 -1.3828 0.095
H -0.5725 -1.9887 -0.7627 0.070
H -0.7954 -4.5012 0.7892 0.092
H 0.8973 -4.2685 0.3059 0.110
C 0.0324 3.1864 -0.2022 -0.320
C -0.4416 3.5844 0.9894 -0.035
N 0.9178 3.8487 -1.0337 0.028
H -0.0667 2.1188 -0.3929 0.082
H -1.2374 3.0288 1.4631 0.029
H -0.5354 4.6372 1.2391 0.047
H 1.1010 4.8193 -0.8361 0.087
H 0.2085 -1.5299 1.2858 -0.037
H 1.7699 3.3381 -1.2237 0.084

Entry 3:
18
Properties=species:S:1:pos:R:3:lowdin_charge:R:1 method="wB97M-V/def2-TZVPD" lumo_energy_ev=0.78 de_lowest_kcal_mol=36.3 gap_ev=9.3 max_force_ev_per_a=4.42 smiles=CSSC[C@@H](C)N
N 0.8383 1.7739 -0.5704 -0.014
C 0.3043 1.4172 0.7526 -0.503
C 1.5661 1.3067 1.6122 -0.100
C -0.4607 0.0211 0.7129 -0.544
S -2.0068 -0.0400 -0.2204 0.464
S -1.4722 -0.9561 -1.8495 0.403
C -1.1488 -2.7465 -1.8669 -0.420
H 0.8694 0.8253 -1.1070 0.091
H 0.0136 2.1432 -1.0311 0.045
H -0.3375 2.3291 1.1092 0.164
H 2.1527 0.4305 1.7059 0.058
H 1.2346 1.6193 2.6286 0.078
H 2.2329 2.1371 1.3286 0.077
H -0.8249 0.0140 1.7877 0.079
H 0.1431 -0.8743 0.6754 0.074
H -1.2587 -3.3436 -0.9626 0.050
H -1.7113 -3.2118 -2.6110 0.002
H -0.1342 -2.8451 -2.0941 -0.001

Entry 4:
18
Properties=species:S:1:pos:R:3:lowdin_charge:R:1 method="wB97M-V/def2-TZVPD" s_squared=0.755 lumo_energy_ev="-4.73 / -8.50" de_lowest_kcal_mol=20.9 gap_ev="9.1 / 5.2" total_charge=+1 max_force_ev_per_a=1.94 spin_multiplicity=2
N 1.1068 1.4312 2.1500 0.017
C 1.9331 0.5946 1.2579 -0.310
C 1.7425 0.7558 -0.2735 -0.488
S 0.1090 0.7351 -0.9791 0.793
S -1.1649 -0.1673 0.4281 0.731
C -1.1652 -1.9010 -0.1733 -0.516
C -1.5090 -2.1249 -1.6620 -0.143
H 0.2819 0.8763 2.3392 0.018
H 0.7561 2.2293 1.6228 0.072
H 3.0105 0.6800 1.3980 0.121
H 1.7037 -0.4451 1.4725 0.100
H 2.2529 1.6800 -0.5728 0.100
H 2.1454 -0.1068 -0.8296 0.095
H -0.1434 -2.2367 -0.0087 0.077
H -1.9766 -2.4670 0.3099 0.100
H -2.2481 -1.3658 -1.8951 0.074
H -1.8004 -3.1523 -1.8282 0.087
H -0.6325 -1.9792 -2.3079 0.072

Entry 5:
17
Properties=species:S:1:pos:R:3:lowdin_charge:R:1 method="wB97M-V/def2-TZVPD" lumo_energy_ev=1.05 de_lowest_kcal_mol=30.6 gap_ev=9.9 max_force_ev_per_a=4.29 smiles="[H]/N=C/[Si](C)(C)C"
C -0.5173 0.6595 1.6146 -0.305
C 0.8105 1.2297 -1.1535 -0.174
C -1.5483 -0.8672 -0.9096 -0.174
C 1.2432 -1.4552 0.2186 -0.186
N 0.1672 1.5562 2.1595 0.023
Si 0.0333 -0.1050 -0.0814 0.559
H -1.6514 0.5558 1.7838 0.072
H 1.2243 2.1081 -0.6636 0.032
H 1.5816 0.8718 -1.7082 -0.020
H 0.0855 1.6228 -1.8429 0.021
H -1.5887 -1.1361 -1.8936 -0.024
H -1.6430 -1.7211 -0.2188 0.024
H -2.4484 -0.1666 -0.8363 0.052
H 1.7249 -1.4171 1.1575 0.018
H 0.7264 -2.3902 0.1155 0.018
H 1.9848 -1.5519 -0.5678 0.034
H -0.1849 2.2064 2.8260 0.029

Entry 6:
17
Properties=species:S:1:pos:R:3:lowdin_charge:R:1 method="wB97M-V/def2-TZVPD" s_squared=2.012 lumo_energy_ev="0.95 / -0.52" de_lowest_kcal_mol=10.3 gap_ev="6.5 / 10.4" max_force_ev_per_a=3.98 spin_multiplicity=3
C 0.4330 -1.8749 0.5566 -0.389
C 1.1407 -3.1609 0.6364 -0.098
C 0.7987 2.0332 -1.1617 -0.306
C -2.1440 1.4855 -0.1024 -0.310
N 0.6648 -0.8540 1.1553 0.174
Si -0.3941 2.0764 0.3477 0.651
H -0.5433 -1.9077 0.0515 0.111
H 2.1168 -3.0623 1.2553 0.108
H 1.5506 -3.6473 -0.2284 0.062
H 0.5380 -3.8444 1.2200 0.072
H 1.8966 2.0300 -0.9338 0.022
H 0.6907 1.0484 -1.7279 0.035
H 0.7469 2.9091 -1.7451 -0.027
H -2.3929 1.9811 -1.0898 0.027
H -2.0549 0.3995 -0.3479 0.004
H -2.9890 1.7662 0.5228 0.006
H -0.0586 2.6219 1.5915 -0.140

Entry 7:
16
Properties=species:S:1:pos:R:3:lowdin_charge:R:1 method="wB97M-V/def2-TZVPD" lumo_energy_ev=3.68 de_lowest_kcal_mol=23.2 gap_ev=5.5 total_charge=-1 max_force_ev_per_a=2.51
C -1.3027 2.9453 0.4374 -0.564
O -0.3761 3.4940 -0.3583 -0.461
H -1.0497 3.1382 1.5165 0.022
H -1.4161 1.8198 0.2974 0.005
H -2.4289 3.1796 0.2716 0.022
C 1.2340 -0.3403 0.3158 -0.134
C 0.7345 -1.7531 0.2476 -0.344
C -0.1332 -2.0752 -0.9556 -0.146
H 0.6373 0.4238 -0.2113 0.071
H 1.5237 -0.0309 1.3087 0.064
H 2.1024 -0.1742 -0.3543 0.072
H 1.5995 -2.4221 0.1737 0.087
H 0.2096 -1.9977 1.2056 0.105
H -0.9400 -2.8148 -0.7880 0.067
H 0.4589 -2.1095 -1.8678 0.065
H -0.8533 -1.2829 -1.2391 0.070

Entry 8:
19
Properties=species:S:1:pos:R:3:lowdin_charge:R:1 method="wB97M-V/def2-TZVPD" lumo_energy_ev=0.66 de_lowest_kcal_mol=2.5 gap_ev=10.5 max_force_ev_per_a=6.21 smiles="CCO[P@](=O)(S)CC"
O 0.7311 -1.6602 -0.8220 -0.313
O 0.8091 0.5154 0.5891 -0.235
S -0.8767 0.3903 -1.9123 0.600
C 2.0575 2.3874 1.0598 -0.108
C -2.0274 -2.3274 -0.2154 -0.140
C 1.5713 1.5057 -0.0028 -0.391
C -1.3737 -1.1078 0.4792 -0.396
P -0.0687 -0.5718 -0.3367 0.146
H -1.0201 -0.8555 -2.4301 -0.126
H 2.4271 3.2854 0.5523 0.084
H 2.9578 2.0341 1.5933 0.086
H 1.2342 2.5985 1.7786 0.098
H -1.3541 -3.1360 -0.3659 0.056
H -2.5340 -2.0995 -1.2295 0.092
H -2.9124 -2.7120 0.3236 0.075
H 1.0102 2.1873 -0.5984 0.089
H 2.5367 1.1746 -0.4492 0.143
H -1.0312 -1.3775 1.4997 0.117
H -2.1367 -0.2308 0.4867 0.123

Entry 9:
18
Properties=species:S:1:pos:R:3:lowdin_charge:R:1 method="wB97M-V/def2-TZVPD" lumo_energy_ev=-3.94 de_lowest_kcal_mol=27.2 gap_ev=10.2 total_charge=+1 max_force_ev_per_a=3.61
C 3.2130 0.5267 0.7699 -0.029
C -1.7432 -0.0192 -1.6758 -0.186
C -1.1437 -0.8202 0.9917 -0.189
C 2.2374 -0.1723 -0.0832 -0.234
O -3.0748 0.9858 0.1144 -0.324
O 1.1204 0.2741 -0.4734 -0.098
S -1.4409 0.6740 -0.0016 1.121
H 3.7513 -0.2792 1.3862 0.133
H 3.8627 0.9451 0.0639 0.079
H 2.7040 1.3625 1.2283 0.091
H -1.8487 0.6920 -2.4846 0.076
H -2.6282 -0.6615 -1.8703 0.100
H -0.8450 -0.5490 -1.8528 0.031
H -0.4024 -1.3230 0.4449 0.027
H -2.1796 -1.2941 0.9651 0.110
H -0.7487 -0.4556 1.9179 0.062
H -3.4614 1.2567 0.9653 0.101
H 2.6277 -1.1430 -0.4059 0.128

Entry 10:
19
Properties=species:S:1:pos:R:3:lowdin_charge:R:1 method="wB97M-V/def2-TZVPD" lumo_energy_ev=3.40 de_lowest_kcal_mol=13.6 gap_ev=7.2 total_charge=-1 max_force_ev_per_a=1.73
C -1.3185 -1.5402 -0.6710 -0.289
C -0.8995 -1.1352 -2.1114 -0.451
O 0.3694 -0.6002 -2.1811 -0.322
C -1.4784 -0.3061 0.1996 -0.520
S -0.5585 -0.4701 1.7913 0.405
S 1.0894 0.7906 1.9105 0.363
C 1.8677 0.7967 0.2646 -0.482
H -2.2806 -2.1223 -0.7458 0.103
H -0.4632 -2.1798 -0.3888 0.092
H -1.6800 -0.5141 -2.5661 0.089
H -0.9195 -2.1404 -2.6318 0.090
H -0.9580 0.5470 -0.2167 0.042
H -2.5221 -0.1768 0.5144 0.058
H 2.9224 0.5098 0.2724 0.020
H 1.7803 1.7600 -0.2056 0.002
H 1.3788 0.0559 -0.4228 0.023
H 0.2143 0.8406 -2.2561 -0.024
H -0.5765 2.3797 -2.2909 -0.011
O 0.2340 1.8931 -2.1085 -0.189

Entry 11:
18
Properties=species:S:1:pos:R:3:lowdin_charge:R:1 method="wB97M-V/def2-TZVPD" lumo_energy_ev=3.32 de_lowest_kcal_mol=105.4 gap_ev=6.9 total_charge=-1 max_force_ev_per_a=5.08
C -2.3397 0.0695 0.5972 -0.160
O -3.8610 0.4082 -0.2737 -0.230
C -1.2662 -0.0860 -0.5114 -0.176
C 0.2103 -0.1995 0.1415 -0.204
C 1.2783 -0.7270 -0.8396 -0.498
O 2.5108 -0.8715 -0.2900 -0.293
H -3.4645 -0.3820 0.4325 0.022
H -2.1603 -0.6311 1.4369 0.126
H -2.3533 1.0776 1.0573 0.114
H -1.4394 -1.0284 -1.0410 0.104
H -1.2309 0.7791 -1.1265 0.091
H 0.3336 -0.8817 1.0374 0.114
H 0.6497 0.7820 0.4809 0.100
H 0.8574 -1.6646 -1.2728 0.084
H 1.2320 -0.0102 -1.7148 0.100
H 3.7166 1.2634 1.5405 -0.053
H 2.8349 0.2791 0.4134 -0.043
O 3.0661 1.2226 0.8674 -0.200

Entry 12:
19
Properties=species:S:1:pos:R:3:lowdin_charge:R:1 method="wB97M-V/def2-TZVPD" lumo_energy_ev=3.52 de_lowest_kcal_mol=54.9 gap_ev=6.9 total_charge=-1 max_force_ev_per_a=1.66
C -1.8446 0.9282 0.5305 -0.503
O -1.3696 -0.0264 1.3543 -0.332
C -0.8056 1.3474 -0.5690 -0.215
C 0.0753 0.1689 -1.0065 -0.175
C 0.2033 0.0476 -2.5053 -0.275
O 0.8068 -0.8405 -3.0537 0.010
H -2.7550 0.5825 -0.0130 0.078
H -2.0987 1.8878 1.0381 0.081
H -1.2990 1.8962 -1.3616 0.079
H -0.1349 2.0516 -0.0655 0.089
H -0.3512 -0.7532 -0.5897 0.117
H 1.0425 0.2079 -0.5561 0.089
H -0.3357 0.8259 -3.0792 0.107
H -0.5559 -0.2852 3.4043 -0.005
H -1.9790 -0.4283 3.3651 -0.001
O -1.2730 -0.4408 4.0290 -0.134
H 3.1517 -0.6335 0.5528 0.031
H 3.5008 -1.6067 -0.5243 0.029
O 3.9185 -1.0756 0.1597 -0.069

Entry 13:
17
Properties=species:S:1:pos:R:3:lowdin_charge:R:1 method="wB97M-V/def2-TZVPD" lumo_energy_ev=0.71 de_lowest_kcal_mol=62.9 gap_ev=9.6 max_force_ev_per_a=4.83 smiles="CCPC.C=O"
C 1.5452 -1.5786 0.4352 -0.187
C 0.1385 1.5332 -0.8481 -0.384
C 1.9546 -0.0712 0.6935 -0.509
C -3.8119 -0.6210 -0.3563 -0.156
O -4.6205 0.0847 0.1602 -0.004
P 0.5715 1.1945 0.9080 0.781
H 0.7350 -1.9465 1.2166 0.079
H 0.9647 -1.7593 -0.5171 0.061
H 2.4484 -2.2485 0.7327 0.082
H -0.6706 0.9156 -1.3221 0.030
H 1.0437 1.1673 -1.4521 0.051
H -0.0648 2.5634 -0.9201 -0.006
H 2.4407 0.3321 -0.0939 -0.012
H 2.5532 -0.1255 1.6595 0.085
H -3.5938 -0.2270 -1.3764 0.080
H -3.2027 -1.4093 0.0865 0.076
H 1.5688 2.1963 0.9941 -0.064

Entry 14:
17
Properties=species:S:1:pos:R:3:lowdin_charge:R:1 method="wB97M-V/def2-TZVPD" lumo_energy_ev=0.57 de_lowest_kcal_mol=57.7 gap_ev=9.4 max_force_ev_per_a=5.45 smiles="CP=C(C)C.O"
C -0.7027 -1.4030 -1.6842 -0.136
C 0.2753 -1.3869 0.8281 -0.124
C 1.7226 1.4954 0.6640 -0.327
C 0.0548 -0.6979 -0.4979 -0.655
O -2.0789 2.2151 0.2070 -0.089
P 0.7372 0.7900 -0.8143 0.918
H -0.3454 -2.4059 -1.5812 0.045
H -1.8624 -1.3576 -1.4398 0.114
H -0.5298 -1.0893 -2.7162 0.056
H -0.1062 -0.5972 1.6429 0.134
H 1.2726 -1.6613 0.8491 0.051
H -0.2216 -2.2442 0.8446 0.011
H 2.2299 0.7142 1.1900 0.005
H 1.0001 2.0689 1.3833 0.071
H 2.3575 2.1694 0.2471 -0.043
H -2.5965 1.5010 0.6911 0.073
H -1.2065 1.8890 0.1863 -0.102